# 1
190
Properties=species:S:1:pos:R:3:forces:R:3:lowdin_charge:R:1 method="wB97M-V/def2-TZVPD" total_charge=0 multiplicity=1 e_above_lowest_kcal_mol=61.6 orbital_gap_ha=0.301 energy_ha=-4633.85355 lumo_ev=0.2022
C -0.525 -5.188 -0.400 -0.555 1.025 0.137 -0.22
S -1.729 -4.277 0.709 -1.044 -1.993 -0.908 0.83
O -0.938 -3.270 1.434 0.825 0.139 0.676 -0.55
C -2.007 -5.728 1.809 1.438 0.084 1.048 -0.26
H 0.380 -5.375 0.177 0.014 0.219 -0.083 0.04
H -0.425 -4.420 -1.168 0.675 -0.029 -0.029 0.03
H -0.837 -6.088 -0.930 -0.532 -0.040 0.481 0.06
H -2.483 -6.615 1.392 -0.055 0.401 -0.386 0.06
H -2.372 -5.537 2.818 -0.913 0.716 -0.392 0.05
H -0.987 -5.969 2.112 0.364 -0.479 -0.400 0.03
C 4.021 4.754 -1.757 0.425 -1.212 0.303 -0.22
S 5.497 3.540 -1.810 -0.280 2.196 -0.822 0.86
O 4.939 2.182 -1.661 -0.351 -0.023 -0.652 -0.58
C 5.927 3.964 -3.620 0.339 -0.614 0.154 -0.24
H 3.469 4.569 -2.678 0.077 0.555 -0.034 0.05
H 4.303 5.776 -1.506 0.354 -0.006 -0.709 0.05
H 3.365 4.466 -0.935 0.232 -0.490 0.102 0.01
H 5.141 3.785 -4.354 -0.399 0.068 0.414 0.05
H 6.776 3.378 -3.974 -0.005 -0.574 0.525 0.04
H 6.333 4.968 -3.745 -0.513 0.345 0.599 0.05
C 6.651 -0.934 -3.187 0.495 0.718 0.304 -0.27
S 7.520 -1.253 -1.615 -0.311 0.118 0.595 0.83
O 8.921 -0.706 -1.581 -1.250 0.123 -0.313 -0.57
C 6.382 -0.141 -0.609 0.933 -0.732 0.800 -0.24
H 5.650 -1.336 -3.027 0.076 -0.205 -0.229 0.05
H 7.194 -1.375 -4.023 -0.158 -0.229 0.183 0.05
H 6.569 0.142 -3.340 0.012 0.047 -0.025 0.04
H 6.985 0.706 -0.282 -0.133 0.428 -0.795 0.05
H 6.232 -0.622 0.358 -0.110 -0.601 -0.083 0.02
H 5.400 0.088 -1.023 0.523 0.111 -0.279 0.01
C 1.986 7.009 0.903 0.205 -0.439 0.875 -0.28
S 2.575 8.730 1.097 -2.764 1.059 0.223 0.84
O 1.243 9.497 0.964 2.200 -0.800 0.096 -0.59
C 3.006 8.703 2.886 0.651 -1.303 -0.349 -0.26
H 1.069 6.928 1.488 -0.044 0.210 0.019 0.06
H 2.687 6.279 1.308 0.248 0.069 -0.012 0.04
H 1.749 6.714 -0.119 0.218 0.631 -0.126 0.04
H 3.488 9.598 3.279 -0.591 0.334 -0.463 0.05
H 3.804 7.961 2.928 0.208 -0.228 -0.030 0.04
H 2.227 8.300 3.534 -0.333 0.433 -0.238 0.06
C -2.597 -0.524 7.093 0.338 -1.067 -0.571 -0.03
C -2.622 0.954 6.844 -1.376 0.519 -0.326 -0.52
C -3.654 1.614 7.777 0.567 1.091 0.536 -0.12
C -3.082 1.853 9.231 -2.386 0.194 -1.688 -0.17
C -1.808 2.603 9.157 0.051 0.112 0.041 -0.20
C -0.717 1.897 8.381 0.929 2.406 -0.495 -0.47
N -1.294 1.523 7.048 -0.579 2.085 0.917 -0.10
O -0.458 1.436 5.911 0.092 -0.554 1.434 0.00
C 0.404 3.007 8.292 0.016 -0.399 -0.732 -0.03
C -0.124 0.779 9.196 -0.519 -0.916 0.666 -0.03
C -3.124 1.258 5.394 0.819 0.023 0.173 -0.03
H -3.520 -1.014 6.781 -0.238 0.032 0.394 0.09
H -2.312 -0.766 8.117 -0.305 -0.025 0.086 0.08
H -1.846 -0.985 6.453 0.308 -0.074 -0.104 0.07
H -3.953 2.536 7.278 0.618 0.770 0.356 0.11
H -4.647 1.165 7.742 0.307 -1.045 0.366 0.12
H -3.140 0.887 9.732 0.463 0.215 0.441 0.11
H -3.716 2.601 9.708 -0.712 -0.620 0.374 0.11
H -1.528 2.919 10.162 0.639 -0.456 0.180 0.13
H -2.026 3.563 8.690 -0.048 -0.046 -0.428 0.12
H 0.932 3.151 9.235 0.014 -0.743 0.156 0.07
H 1.110 2.701 7.520 0.219 0.310 0.042 0.07
H 0.077 4.035 8.131 -0.550 -0.201 -0.770 0.08
H -0.876 0.455 9.916 -0.298 -0.692 -0.280 0.08
H 0.172 -0.043 8.545 0.260 -0.146 0.330 0.08
H 0.655 1.086 9.894 0.441 0.103 -0.578 0.08
H -4.187 1.112 5.202 -0.039 -0.709 0.472 0.08
H -2.514 0.659 4.718 -0.279 0.122 -0.338 0.07
H -3.012 2.312 5.141 0.544 0.075 0.159 0.09
H -0.073 0.582 6.122 0.767 -0.399 -0.891 0.06
C 0.279 0.357 1.906 -0.396 0.252 -0.319 -0.02
C -0.510 1.134 0.794 0.685 -0.516 0.206 -0.41
C -0.086 2.653 0.822 -0.355 -0.423 1.006 -0.12
C 1.220 3.008 0.114 -1.287 -1.015 1.179 -0.19
C 1.132 2.344 -1.184 1.043 1.228 -1.836 -0.20
C 1.040 0.858 -1.253 -1.403 -0.216 -0.931 -0.52
N -0.195 0.541 -0.554 -0.841 0.822 0.182 -0.10
O -0.541 -0.812 -0.666 -0.306 0.145 -0.001 -0.02
C 0.823 0.590 -2.760 0.119 -0.387 -0.159 -0.03
C 2.302 0.130 -0.809 0.202 0.733 1.042 -0.01
C -2.046 1.021 1.026 0.154 1.002 0.434 -0.03
H 0.081 0.786 2.889 -0.203 -0.055 0.079 0.07
H 1.360 0.388 1.769 0.020 0.222 -0.170 0.06
H 0.011 -0.699 1.906 -0.219 -0.048 0.109 0.07
H -0.934 3.254 0.493 0.098 0.034 -0.660 0.11
H 0.035 2.997 1.849 -0.224 -0.469 0.427 0.11
H 2.056 2.545 0.637 0.273 0.729 0.470 0.12
H 1.217 4.095 0.024 0.682 -0.005 0.084 0.10
H 2.024 2.599 -1.756 0.012 0.191 -0.470 0.11
H 0.242 2.745 -1.670 0.058 -0.039 -0.419 0.14
H 1.753 0.837 -3.271 0.359 -0.738 -0.046 0.08
H 0.464 -0.431 -2.885 0.493 -0.083 -0.298 0.07
H 0.137 1.221 -3.325 -0.599 0.266 0.781 0.08
H 2.199 -0.934 -0.592 -0.093 -0.161 -0.565 0.08
H 3.115 0.368 -1.494 -0.028 -0.373 -0.049 0.07
H 2.589 0.549 0.155 0.297 0.042 0.076 0.06
H -2.628 1.755 0.468 0.288 -0.400 -1.252 0.07
H -2.354 1.465 1.972 0.637 -0.602 0.903 0.07
H -2.468 0.019 0.943 0.259 0.083 -0.121 0.08
H 0.170 -1.325 -0.276 0.239 -0.360 0.472 0.06
C 2.979 -3.544 5.927 0.938 -0.474 -0.370 -0.04
C 2.359 -2.619 4.769 -0.649 -0.592 0.498 -0.37
C 3.239 -1.326 4.472 1.015 -1.461 0.108 -0.08
C 4.581 -1.508 3.592 -0.992 0.717 1.333 -0.16
C 4.340 -2.279 2.378 -1.135 -2.185 -1.799 -0.18
C 3.452 -3.576 2.620 -0.178 -0.742 0.528 -0.49
N 2.266 -3.392 3.475 -0.223 2.560 0.677 -0.11
O 1.342 -4.504 3.426 1.094 1.252 0.452 -0.02
C 2.974 -4.070 1.279 -0.183 0.917 -1.529 -0.05
C 4.363 -4.668 3.131 2.017 -0.593 -0.203 -0.05
C 0.945 -2.022 5.374 1.116 -1.466 -1.235 -0.02
H 3.978 -3.189 6.177 0.121 0.148 0.034 0.07
H 2.541 -3.831 6.883 -1.072 1.459 0.227 0.07
H 3.135 -4.595 5.682 0.122 0.072 -1.300 0.06
H 2.597 -0.561 4.036 0.070 -0.131 -0.228 0.09
H 3.477 -1.019 5.491 0.307 0.458 -0.099 0.10
H 4.948 -0.544 3.240 0.069 0.301 0.648 0.11
H 5.405 -2.037 4.069 -0.207 0.332 0.894 0.11
H 5.251 -2.690 1.943 0.483 -0.211 0.562 0.11
H 4.097 -1.714 1.478 -1.381 0.425 0.266 0.10
H 2.168 -3.408 0.962 -0.184 0.032 -0.188 0.08
H 2.644 -5.095 1.108 0.051 -0.065 0.800 0.08
H 3.790 -3.912 0.574 0.114 -0.040 -0.197 0.09
H 4.007 -5.683 2.958 -0.437 0.107 0.448 0.09
H 4.847 -4.575 4.103 -0.706 0.158 0.367 0.08
H 5.250 -4.609 2.501 0.148 -0.249 -0.393 0.08
H 1.059 -1.864 6.447 0.181 0.134 -0.082 0.06
H 0.568 -1.129 4.877 0.342 0.101 -0.183 0.05
H 0.169 -2.777 5.246 0.020 -0.164 0.077 0.07
H 0.705 -3.969 2.947 -1.111 -0.636 -0.359 0.05
C 1.875 -0.186 -10.350 -1.591 0.744 0.051 -0.03
C 1.034 -1.247 -9.586 -1.104 0.075 -0.003 -0.47
C 1.876 -2.514 -9.743 0.907 -0.632 1.431 -0.15
C 1.501 -3.696 -8.804 0.303 0.480 0.082 -0.16
C 1.504 -3.139 -7.357 0.161 -0.540 -1.954 -0.18
C 0.633 -1.920 -7.185 -1.010 -0.193 1.266 -0.46
N 0.982 -0.840 -8.161 1.597 -2.010 1.169 -0.11
O 0.268 0.343 -7.875 -0.449 -0.364 -0.583 -0.01
C -0.893 -2.381 -7.260 0.783 0.317 1.114 -0.01
C 1.011 -1.508 -5.713 -0.640 1.389 -0.864 -0.05
C -0.408 -1.547 -10.138 -0.252 0.559 -1.589 -0.04
H 1.503 -0.177 -11.374 0.585 -0.058 -0.243 0.08
H 2.954 -0.303 -10.250 -0.162 -0.493 -0.213 0.08
H 1.694 0.823 -9.978 -0.346 0.018 0.116 0.07
H 2.081 -2.759 -10.785 -0.748 -0.131 -0.157 0.12
H 2.856 -2.152 -9.432 0.321 -0.376 0.371 0.10
H 2.229 -4.507 -8.793 0.369 0.148 -0.471 0.10
H 0.584 -4.207 -9.100 -0.347 0.360 0.132 0.09
H 2.539 -2.870 -7.148 0.112 0.010 0.181 0.12
H 1.195 -3.912 -6.652 -0.044 0.085 0.061 0.12
H -0.991 -3.444 -7.481 0.068 0.156 -1.042 0.07
H -1.327 -2.418 -6.261 0.033 0.657 0.288 0.07
H -1.485 -1.693 -7.864 -0.014 -0.465 0.017 0.06
H 1.986 -1.020 -5.704 0.192 -0.083 -0.129 0.08
H 0.308 -0.758 -5.349 -0.100 -0.051 0.153 0.06
H 1.051 -2.326 -4.995 -0.239 -0.192 -0.323 0.08
H -0.846 -2.540 -10.043 0.602 -0.226 0.959 0.07
H -0.445 -1.504 -11.227 0.606 0.349 -0.394 0.07
H -1.217 -0.861 -9.889 0.378 0.323 0.557 0.08
H 0.942 0.892 -7.466 0.019 0.143 0.007 0.10
C -8.679 0.305 -0.256 0.210 0.091 -0.372 -0.03
C -8.056 0.039 -1.689 -1.252 0.354 -0.331 -0.41
C -8.325 1.289 -2.636 -0.453 -1.120 1.306 -0.14
C -7.384 1.399 -3.796 -2.636 -0.380 -0.316 -0.24
C -6.001 1.349 -3.425 1.893 0.964 1.812 -0.18
C -5.567 0.109 -2.611 0.684 -0.079 -2.855 -0.48
N -6.589 -0.171 -1.592 0.285 1.111 0.074 -0.10
O -6.205 -1.323 -0.869 -0.479 -0.238 -0.115 -0.01
C -5.318 -1.039 -3.629 -1.463 -0.313 -0.779 -0.04
C -4.178 0.418 -1.976 -1.773 -0.761 1.467 -0.03
C -8.888 -1.165 -2.299 1.292 0.182 1.157 -0.03
H -8.206 -0.322 0.500 0.120 0.100 -0.043 0.07
H -9.751 0.119 -0.179 -0.078 -0.608 -0.550 0.07
H -8.696 1.347 0.063 0.933 0.183 -0.113 0.07
H -9.318 1.188 -3.074 -0.234 -0.301 0.226 0.11
H -8.402 2.236 -2.102 0.510 -0.042 0.448 0.11
H -7.699 2.375 -4.165 0.462 -0.156 -1.092 0.12
H -7.630 0.557 -4.443 -0.103 0.298 -0.698 0.11
H -5.871 2.158 -2.707 0.277 0.482 0.092 0.12
H -5.383 1.618 -4.282 0.486 -0.592 0.126 0.13
H -4.984 -1.983 -3.201 0.260 0.232 -0.027 0.08
H -6.205 -1.264 -4.222 -1.044 -0.374 0.743 0.06
H -4.815 -0.762 -4.556 1.471 0.422 0.660 0.08
H -3.833 -0.537 -1.579 0.640 0.044 -0.202 0.07
H -3.408 0.931 -2.552 -0.390 -0.158 -0.208 0.09
H -4.477 0.971 -1.085 0.561 0.612 0.111 0.07
H -8.674 -1.293 -3.360 -0.379 0.003 -0.003 0.07
H -9.932 -1.051 -2.007 -0.075 0.318 -0.726 0.07
H -8.605 -2.073 -1.767 0.320 -0.183 -0.142 0.07
H -5.580 -0.959 -0.237 0.012 -0.110 0.350 0.09

---

# 2
79
Properties=species:S:1:pos:R:3:forces:R:3:lowdin_charge:R:1 method="wB97M-V/def2-TZVPD" total_charge=-2 multiplicity=1 e_above_lowest_kcal_mol=1.8 orbital_gap_ha=0.163 energy_ha=-2619.54147 lumo_ev=4.0003
Na -1.117 -0.283 1.489 -0.047 0.199 -0.442 0.16
C -0.799 5.170 -1.492 -0.007 0.028 -0.007 -0.11
C -1.316 3.780 -1.144 -0.077 -0.084 0.095 -0.72
C -1.167 2.859 -2.360 -0.033 0.018 -0.065 -0.12
C -2.810 3.855 -0.798 0.072 -0.009 -0.065 -0.12
P -0.473 2.854 0.275 0.190 0.036 0.079 1.15
C 1.202 2.539 -0.492 -0.016 -0.052 0.040 -0.33
N 1.375 1.158 -0.897 0.092 0.212 -0.083 -0.05
B 0.421 0.045 -0.730 0.134 -0.380 0.133 -0.31
N 1.327 -1.105 -1.022 0.116 0.109 -0.116 -0.05
C 1.107 -2.516 -0.780 0.008 0.002 0.069 -0.33
P -0.548 -2.869 0.008 0.073 0.037 0.137 1.15
C -0.064 -4.277 1.174 0.022 0.102 -0.076 -0.71
C -1.340 -4.919 1.721 0.002 0.061 -0.048 -0.10
C 0.609 -3.529 2.339 -0.017 0.021 -0.016 -0.10
C 0.878 -5.357 0.643 -0.024 -0.032 -0.005 -0.10
C -1.529 -3.537 -1.456 0.021 0.116 -0.010 -0.71
C -3.009 -3.540 -1.054 0.049 -0.025 -0.017 -0.11
C -1.134 -4.912 -1.981 -0.040 -0.020 0.018 -0.11
C -1.351 -2.492 -2.567 -0.013 -0.018 -0.013 -0.12
C 2.601 -0.683 -1.357 -0.137 -0.161 -0.020 -0.20
C 3.741 -1.387 -1.707 0.050 -0.009 0.008 -0.04
C 4.914 -0.675 -1.989 -0.018 0.054 0.004 -0.14
C 4.940 0.710 -1.910 -0.034 -0.058 0.004 -0.14
C 3.792 1.427 -1.547 0.098 0.006 -0.006 -0.04
C 2.629 0.728 -1.279 -0.145 0.078 0.042 -0.20
C 0.061 4.080 1.616 -0.020 -0.062 -0.024 -0.71
C 0.621 3.159 2.716 -0.090 -0.063 -0.005 -0.10
C 1.112 5.139 1.279 -0.039 0.054 -0.032 -0.11
C -1.194 4.749 2.177 0.013 -0.038 0.012 -0.11
H -1.293 5.527 -2.406 0.007 0.011 -0.008 0.07
H 0.279 5.171 -1.674 -0.017 0.005 -0.001 0.07
H -1.016 5.887 -0.698 0.024 0.009 -0.013 0.06
H -1.803 3.227 -3.176 -0.004 0.007 0.007 0.08
H -1.457 1.836 -2.112 0.007 -0.021 -0.015 0.06
H -0.138 2.822 -2.722 -0.028 -0.005 -0.022 0.07
H -3.372 4.267 -1.646 0.011 -0.001 -0.014 0.07
H -2.996 4.487 0.068 -0.018 0.050 0.074 0.06
H -3.200 2.862 -0.570 -0.008 -0.009 0.002 0.08
H 1.951 2.773 0.273 -0.009 -0.037 -0.026 0.07
H 1.395 3.228 -1.327 -0.002 -0.006 0.029 0.08
H 1.871 -2.864 -0.077 -0.013 -0.037 0.011 0.07
H 1.249 -3.112 -1.693 -0.025 0.000 -0.003 0.08
H -2.018 -4.149 2.099 -0.038 -0.027 0.024 0.08
H -1.084 -5.579 2.556 -0.002 -0.001 0.019 0.08
H -1.852 -5.521 0.966 -0.021 0.006 0.010 0.06
H -0.075 -2.820 2.816 -0.007 -0.015 0.022 0.07
H 1.492 -2.973 2.013 0.014 -0.010 0.027 0.08
H 0.933 -4.252 3.096 -0.006 -0.016 0.008 0.08
H 0.421 -5.954 -0.147 0.035 -0.002 0.045 0.05
H 1.145 -6.037 1.461 0.009 -0.002 0.009 0.08
H 1.807 -4.936 0.254 0.031 0.003 -0.007 0.07
H -3.218 -4.246 -0.252 -0.005 -0.032 0.037 0.06
H -3.622 -3.816 -1.920 -0.019 0.002 -0.007 0.07
H -3.317 -2.552 -0.712 -0.004 0.017 -0.002 0.08
H -1.358 -5.696 -1.254 -0.001 0.007 -0.060 0.06
H -0.071 -4.963 -2.225 0.007 -0.001 -0.016 0.07
H -1.700 -5.130 -2.896 0.003 -0.011 -0.008 0.08
H -1.543 -1.485 -2.190 -0.004 0.007 -0.015 0.05
H -2.043 -2.710 -3.389 -0.023 -0.023 0.003 0.08
H -0.336 -2.491 -2.968 -0.022 -0.006 -0.026 0.07
H 3.734 -2.469 -1.759 -0.027 -0.005 0.007 0.09
H 5.813 -1.213 -2.268 -0.001 -0.012 0.002 0.08
H 5.858 1.244 -2.125 0.006 0.006 0.001 0.08
H 3.824 2.508 -1.471 -0.030 0.003 0.003 0.09
H 1.519 2.628 2.390 0.018 -0.007 -0.013 0.08
H -0.104 2.403 3.032 0.018 -0.023 -0.010 0.07
H 0.890 3.757 3.593 0.015 0.047 -0.001 0.08
H 2.021 4.697 0.864 -0.015 0.049 0.025 0.06
H 1.396 5.662 2.201 0.019 0.012 -0.001 0.07
H 0.748 5.890 0.575 0.001 -0.033 0.015 0.05
H -1.956 3.999 2.402 -0.021 0.014 0.009 0.09
H -1.608 5.489 1.489 -0.020 0.015 -0.018 0.05
H -0.947 5.263 3.113 -0.003 0.012 0.005 0.08
O -2.370 -1.587 3.791 0.035 -0.046 -0.045 -0.45
S -1.957 -0.166 3.947 0.100 -0.018 0.140 0.20
O -2.251 0.354 5.287 0.010 -0.017 0.016 -0.43
O -2.640 0.647 2.885 -0.119 0.045 0.043 -0.47
O -0.480 -0.080 3.639 -0.042 -0.025 0.149 -0.48

---

# 3
36
Properties=species:S:1:pos:R:3:forces:R:3:lowdin_charge:R:1 method="wB97M-V/def2-TZVPD" total_charge=+1 multiplicity=1 e_above_lowest_kcal_mol=96.4 orbital_gap_ha=0.317 energy_ha=-596.15287 lumo_ev=-3.7579
C 2.343 -1.470 0.183 -2.178 0.033 0.105 -0.31
C 3.110 -0.391 0.324 0.510 -2.188 -0.935 -0.02
C 3.329 -2.541 0.298 2.097 -1.469 0.016 -0.09
C 0.866 -1.513 -0.032 1.351 3.094 1.453 -0.03
C 4.295 -1.284 0.369 0.534 -0.076 3.539 -0.14
C -2.373 1.097 3.014 0.663 0.360 -0.760 -0.07
C -3.269 0.235 -1.568 2.629 2.500 1.467 -0.06
C -1.846 1.664 1.681 0.618 0.009 0.801 -0.21
C -1.856 0.618 -2.127 -3.049 -0.352 -0.583 -0.19
C -0.790 0.769 1.081 -0.857 0.391 -0.828 0.04
C -1.047 1.474 -1.174 0.584 -1.572 -2.136 -0.13
N 1.065 0.186 -1.846 0.220 -2.662 0.358 0.09
N -0.367 0.701 -0.162 -1.819 0.027 4.071 -0.03
N 0.759 -0.036 -0.427 -0.401 -0.724 -2.573 -0.14
H 3.353 -3.237 1.198 -0.287 1.233 -0.766 0.13
H 3.501 -3.266 -0.567 -0.316 1.272 0.750 0.13
H 0.590 -2.169 -0.793 -0.860 -1.028 -1.347 0.10
H 0.406 -1.735 0.928 -0.575 0.131 -0.164 0.13
H 5.000 -1.207 -0.382 1.459 0.175 -1.590 0.08
H 4.756 -1.047 1.366 0.293 -1.025 -0.780 0.13
H -2.811 0.133 2.800 -1.372 0.130 -0.033 0.08
H -1.500 0.704 3.485 0.682 0.565 1.617 0.05
H -2.980 1.888 3.550 0.757 -1.498 -0.362 0.12
H -3.898 1.117 -1.546 -0.259 0.002 0.113 0.09
H -3.718 -0.539 -2.048 -1.284 -2.112 -1.688 0.04
H -3.056 -0.093 -0.568 -0.464 -0.262 0.876 0.05
H -1.339 2.621 1.858 0.001 0.032 0.028 0.14
H -2.735 1.875 1.175 -0.920 0.316 -1.828 0.09
H -2.089 1.229 -3.000 0.474 0.172 -0.105 0.12
H -1.462 -0.302 -2.538 0.968 0.036 0.316 0.10
H 3.062 0.661 0.340 -0.377 0.913 0.015 0.11
H -0.396 0.185 1.906 1.008 -0.389 -0.699 0.14
H -0.327 1.871 -1.835 1.038 0.934 -0.034 0.11
H -1.625 2.223 -0.740 -0.908 1.101 0.895 0.11
H 2.064 0.345 -1.884 0.179 0.265 0.197 0.09
H 0.983 -0.768 -2.319 -0.137 1.666 0.594 0.13